(1)
C43H53N4P2S2Sr | wB97M-V/def2-TZVPD

Cartesian coordinates (Å):
Sr: 0.105 -1.530 -0.563
S: 0.466 -1.743 -3.382
S: 2.971 -1.884 -0.968
P: -0.284 -0.904 2.572
P: 1.756 1.760 -0.778
N: -2.151 -3.157 -0.388
N: -2.118 -4.389 -0.422
N: 0.242 -4.197 -0.069
N: -0.856 0.666 0.105
C: -2.110 1.212 -1.930
C: -4.557 -3.264 -0.991
C: -2.759 3.248 4.849
C: 1.223 -0.475 3.560
C: -5.946 -1.381 -0.424
C: 4.451 1.851 -1.330
C: 2.070 0.516 2.764
C: 1.368 3.302 0.214
C: -0.939 1.849 -3.937
C: -1.369 -1.612 5.206
C: -3.601 -1.321 0.088
C: 2.120 -1.151 -3.577
C: 4.704 -0.169 -4.175
C: 2.420 -0.518 -4.796
C: -1.189 0.674 2.489
C: 1.432 -4.793 -0.008
C: 0.222 1.950 -3.183
C: 3.679 -0.026 -5.102
C: -1.220 -2.018 3.741
C: -4.851 -0.721 0.111
C: -0.891 2.040 -5.429
C: 4.433 -0.776 -2.959
C: -2.586 -2.356 3.148
C: 0.717 4.481 -0.508
C: 3.105 2.176 -1.991
C: 2.587 3.758 1.017
C: 2.023 -1.738 3.880
C: -0.749 -6.329 -0.534
C: 3.160 -1.251 -2.611
C: -0.812 -4.960 -0.334
C: -3.463 -2.595 -0.446
C: 1.601 -6.159 -0.196
C: -2.487 3.128 2.329
C: -2.056 2.512 1.173
C: -0.932 1.255 -1.179
C: 0.249 1.690 -1.816
C: 3.148 3.555 -2.648
C: -2.117 1.513 -3.283
C: 0.494 -6.940 -0.465
C: -1.615 1.352 3.631
C: -5.794 -2.647 -0.983
C: -1.365 1.269 1.197
C: -2.276 2.572 3.592
H: 3.904 3.562 -3.439
H: 3.325 4.241 0.374
H: 5.222 -0.875 -2.222
H: 4.687 2.566 -0.538
H: 2.414 0.082 1.821
H: -2.493 -2.802 2.159
H: 5.704 0.194 -4.389
H: -0.145 4.163 -1.097
H: -3.744 2.885 5.161
H: 3.429 4.323 -1.923
H: 2.267 -2.279 2.962
H: -1.714 -2.471 5.790
H: 2.283 -4.141 0.147
H: 1.616 -0.429 -5.518
H: -0.610 -2.928 3.709
H: 1.418 4.979 -1.180
H: -3.042 1.435 -3.845
H: -2.842 4.327 4.709
H: -4.420 -4.245 -1.424
H: 0.594 -8.005 -0.627
H: -0.293 1.248 -5.885
H: -1.405 0.919 4.604
H: 2.195 3.849 -3.089
H: 2.594 -6.583 -0.143
H: 2.967 -1.475 4.365
H: 2.949 0.813 3.344
H: -2.733 -0.803 0.485
H: 1.142 2.195 -3.701
H: -2.115 -0.824 5.322
H: 3.855 0.456 -6.057
H: -1.891 1.999 -5.865
H: 0.632 2.916 0.928
H: -3.119 -3.064 3.789
H: -0.432 -1.267 5.646
H: -6.648 -3.150 -1.417
H: 1.483 -2.416 4.544
H: 5.253 1.893 -2.073
H: -2.073 3.075 5.681
H: 3.078 2.919 1.517
H: -3.025 0.895 -1.444
H: -4.957 0.268 0.540
H: -6.919 -0.908 -0.420
H: 4.435 0.848 -0.897
H: 2.956 1.413 -2.765
H: 0.903 0.001 4.493
H: -0.440 2.997 -5.700
H: -3.201 -1.456 3.055
H: 0.372 5.220 0.223
H: -2.991 4.088 2.251
H: -1.658 -6.873 -0.745
H: 1.499 1.415 2.525
H: -2.208 2.999 0.217
H: 2.290 4.483 1.780

As for the net charge: -1.

---

(2)
C43H53N9O6 | wB97M-V/def2-TZVPD

Cartesian coordinates (Å):
O: 3.257 -3.446 4.270
O: -5.328 -1.965 -4.399
O: -6.287 -2.109 -2.424
O: 1.289 -3.908 5.136
O: 4.042 -0.036 0.470
O: 3.564 -0.035 2.614
N: -3.129 2.761 -1.722
N: -0.896 -2.171 3.859
N: -5.267 -1.979 -3.149
N: -0.150 -1.318 1.933
N: 3.316 -0.364 1.431
N: -1.225 3.314 -0.635
N: -1.408 -0.829 2.174
N: 1.995 -3.429 4.236
N: -1.822 -1.339 3.313
C: -7.208 0.877 -0.560
C: -1.689 0.977 -0.574
C: 0.747 1.664 -2.701
C: -5.028 1.481 0.396
C: 1.439 -2.794 3.053
C: 2.172 2.109 0.277
C: 0.137 -2.191 3.010
C: -3.205 4.207 -1.489
C: -0.975 5.354 2.440
C: -3.014 2.624 -6.241
C: -5.309 2.106 -4.749
C: -1.141 3.828 2.434
C: 1.191 3.031 2.229
C: 2.282 2.427 1.626
C: 1.140 4.175 -2.571
C: -1.727 3.208 -4.292
C: 2.984 2.571 -2.295
C: 2.109 -1.279 1.317
C: -5.264 1.446 -2.106
C: -4.009 -1.779 -2.516
C: -2.171 -0.185 -1.256
C: -3.138 3.258 -4.848
C: -4.170 2.473 -3.998
C: -1.007 3.350 3.886
C: -5.968 1.751 -0.764
C: -4.128 2.154 -2.610
C: -2.091 -0.373 -2.674
C: -1.866 4.601 -0.935
C: -6.419 3.209 -0.844
C: 1.181 2.696 -0.510
C: -3.677 4.686 -5.045
C: -6.115 1.056 -4.346
C: -6.039 0.704 -3.004
C: 1.492 2.795 -2.019
C: -2.919 -1.141 -0.498
C: -3.935 -1.845 -1.107
C: 0.787 -0.822 1.059
C: -2.029 2.264 -1.027
C: 2.334 -2.468 2.053
C: -0.004 3.271 1.547
C: -2.533 3.353 2.044
C: -0.009 3.134 0.132
C: -2.992 -1.201 -3.297
H: 3.255 -3.023 1.971
H: -1.311 0.123 -3.260
H: -5.580 3.862 -1.084
H: 0.078 4.398 -2.472
H: 2.932 1.480 -0.172
H: 1.158 0.701 -2.375
H: 3.198 2.252 2.189
H: 3.597 3.272 -1.718
H: -5.448 1.848 1.344
H: 1.703 4.948 -2.028
H: -2.731 1.570 -6.146
H: -2.868 3.687 1.061
H: -3.979 4.418 -0.738
H: -4.682 -2.403 -0.554
H: 3.194 2.731 -3.358
H: -1.685 3.433 -3.231
H: -6.816 0.544 -5.012
H: -0.299 1.660 -2.395
H: -0.903 2.260 3.923
H: -2.731 -1.205 0.572
H: -4.060 1.960 0.229
H: -3.449 4.734 -2.419
H: -1.955 5.230 -0.041
H: -5.536 2.579 -5.711
H: -3.556 5.320 -4.160
H: -1.919 3.620 4.431
H: -2.229 3.140 -6.804
H: -3.940 2.684 -6.819
H: -7.951 1.019 -1.351
H: 1.290 3.295 3.280
H: -0.170 3.818 4.411
H: -2.566 2.255 2.075
H: -3.261 3.732 2.779
H: -1.603 5.816 3.209
H: 1.407 4.239 -3.635
H: -1.302 2.205 -4.437
H: -4.747 4.664 -5.288
H: -1.300 5.200 -1.663
H: -3.028 -1.336 -4.378
H: 3.286 1.547 -2.057
H: -6.750 -0.034 -2.656
H: -7.697 1.133 0.385
H: -4.835 0.401 0.483
H: 0.510 -0.134 0.269
H: -3.165 5.183 -5.879
H: 0.069 5.603 2.671
H: 0.800 1.734 -3.793
H: -6.863 3.559 0.092
H: -1.082 3.929 -4.815
H: -1.273 0.892 0.429
H: -1.208 5.825 1.480
H: -7.141 3.322 -1.661
H: -6.944 -0.185 -0.524

---

Q: Which HOMO energy values were calculated for the entries above? A: -3.33 -7.27, in eV.